1.
Molecular formula: C24H18N2O6
Method: DFT, wB97M-V/def2-TZVPD

Cartesian coordinates (Å):
C -4.51 -1.29 1.89
O -3.91 -0.28 1.12
C -2.68 0.18 1.50
C -2.00 -0.26 2.63
C -0.76 0.27 2.96
C -0.17 1.22 2.16
C -0.82 1.65 1.00
C -0.21 2.64 0.12
C 1.09 2.69 -0.24
C 1.53 3.78 -1.02
N 1.90 4.66 -1.66
C 2.11 1.67 0.05
C 3.42 2.05 0.32
C 4.39 1.09 0.56
C 4.05 -0.25 0.50
N 5.05 -1.26 0.75
O 6.18 -0.88 0.98
O 4.71 -2.42 0.71
C 2.75 -0.65 0.21
C 1.78 0.31 -0.01
C -2.08 1.15 0.68
O -2.69 1.66 -0.44
C -3.08 0.73 -1.46
C -1.88 -0.07 -1.90
C -0.99 0.44 -2.84
C 0.16 -0.26 -3.17
C 0.46 -1.46 -2.55
C -0.42 -1.97 -1.59
C -0.13 -3.21 -0.84
O -0.87 -3.70 -0.02
O 1.07 -3.74 -1.13
C -1.59 -1.28 -1.28
H -5.46 -1.50 1.39
H -3.90 -2.20 1.91
H -4.71 -0.96 2.91
H -2.44 -1.01 3.27
H -0.26 -0.07 3.85
H 0.79 1.64 2.42
H -0.88 3.40 -0.26
H 3.68 3.10 0.35
H 5.41 1.37 0.78
H 2.51 -1.70 0.16
H 0.77 0.02 -0.24
H -3.46 1.36 -2.26
H -3.87 0.07 -1.09
H -1.20 1.38 -3.31
H 0.84 0.14 -3.91
H 1.36 -2.00 -2.79
H 1.22 -4.54 -0.60
H -2.26 -1.70 -0.55

## Properties
HOMO	-8.87	eV
HOMO-LUMO gap	7.9084	eV
molecular weight	430.416	Da
spin multiplicity	1
SMILES string	COc1cccc(/C=C(/C#N)c2ccc([N+](=O)[O-])cc2)c1OCc1cccc(C(=O)O)c1
ΔE to the lowest compared entry with this formula, charge and spin	4.114	eV
E_LUMO	-1.0	eV
net charge	0
DFT total energy	-1486.22461	a.u.

2.
Molecular formula: C24H18NO5RuS
Method: DFT, wB97M-V/def2-TZVPD

Cartesian coordinates (Å):
Ru -1.53 0.71 0.40
O -0.86 4.64 -0.79
C -1.49 3.61 -0.55
O -1.26 2.80 0.41
C -2.69 3.25 -1.42
C -3.81 2.60 -0.60
C -5.15 2.73 -1.33
C -4.91 1.79 -2.54
C -3.54 1.18 -2.19
O -3.55 1.19 -0.75
C -2.41 2.17 -2.52
C -1.05 1.44 -2.52
O -0.32 1.61 -3.49
O -0.85 0.59 -1.59
H -3.05 4.17 -1.89
H -3.81 2.84 0.46
H -5.37 3.76 -1.61
H -5.95 2.36 -0.69
H -4.86 2.33 -3.49
H -5.68 1.03 -2.61
H -3.38 0.17 -2.54
H -2.51 2.60 -3.51
S -4.88 0.44 3.87
C -3.64 0.37 2.79
N -2.76 0.32 2.03
C 0.00 -0.11 0.93
C 1.11 -0.71 1.08
C 2.25 -1.43 1.09
C 2.67 -2.10 2.33
C 2.26 -1.60 3.57
C 2.60 -2.22 4.76
C 3.36 -3.39 4.75
C 3.75 -3.92 3.54
C 3.41 -3.29 2.35
C 3.02 -1.53 -0.18
C 2.39 -1.21 -1.40
C 3.09 -1.24 -2.59
C 4.43 -1.59 -2.62
C 5.08 -1.88 -1.43
C 4.38 -1.84 -0.22
H 1.66 -0.69 3.58
H 2.26 -1.80 5.70
H 3.62 -3.88 5.68
H 4.32 -4.84 3.50
H 3.70 -3.75 1.41
H 1.35 -0.90 -1.39
H 2.57 -0.97 -3.50
H 4.98 -1.61 -3.56
H 6.13 -2.12 -1.42
H 4.92 -2.03 0.70

## Properties
HOMO (alpha / beta)	-1.02 / -1.54	eV
HOMO-LUMO gap (alpha / beta)	5.6851 / 6.2010	eV
molecular weight	533.547	Da
spin multiplicity	2
ΔE to the lowest compared entry with this formula, charge and spin	0.318	eV
E_LUMO (alpha / beta)	4.7 / 4.7	eV
net charge	-2
DFT total energy	-1849.42749	a.u.

3.
Molecular formula: C24H19AsO4Pb
Method: DFT, wB97M-V/def2-TZVPD

Cartesian coordinates (Å):
Pb -1.00 0.73 -1.41
O -0.12 -3.01 -1.12
C -0.39 -1.90 -1.17
C 0.21 2.13 0.39
O 0.83 2.73 1.16
C -2.29 0.07 0.89
O -2.69 -0.34 1.89
C 1.56 0.73 -1.93
O 2.70 0.69 -1.88
C -2.39 0.96 -3.40
H -1.79 0.62 -4.25
H -3.32 0.41 -3.22
C -2.19 2.25 -2.85
H -2.98 2.73 -2.26
H -1.46 2.94 -3.30
C 3.35 -5.38 2.31
C 2.02 -5.26 1.89
C 1.45 -3.99 1.75
C 2.20 -2.84 2.04
C 3.53 -2.96 2.45
C 4.10 -4.24 2.58
As 1.33 -1.10 1.76
C 0.43 -0.91 3.52
C -0.24 0.29 3.80
C -1.02 0.40 4.95
C -1.13 -0.69 5.81
C -0.42 -1.87 5.55
C 0.39 -1.99 4.41
C 2.94 0.04 1.92
C 3.08 0.96 2.96
C 4.20 1.79 3.00
C 5.17 1.71 1.99
C 5.02 0.80 0.94
C 3.91 -0.06 0.91
H 3.80 -6.37 2.39
H 1.43 -6.16 1.68
H 0.41 -3.89 1.43
H 4.13 -2.08 2.67
H 5.14 -4.32 2.89
H -0.14 1.14 3.13
H -1.55 1.33 5.17
H -1.75 -0.61 6.70
H -0.48 -2.71 6.24
H 0.98 -2.88 4.23
H 2.31 1.00 3.74
H 4.31 2.50 3.83
H 6.04 2.37 2.04
H 5.76 0.76 0.14
H 3.83 -0.80 0.12

## Properties
HOMO	-13.37	eV
HOMO-LUMO gap	4.0599	eV
molecular weight	653.534	Da
spin multiplicity	1
E_LUMO	-9.3	eV
net charge	+2
DFT total energy	-3654.76468	a.u.

4.
Molecular formula: C24H19Cl44O8PS
Method: DFT, wB97M-V/def2-TZVPD

Cartesian coordinates (Å):
C -1.81 -0.18 -2.30
C -1.56 1.22 -2.85
C -0.25 1.20 -3.66
C 0.98 1.67 -2.91
O 1.20 3.05 -3.25
S 2.47 3.22 -4.21
O 2.07 4.00 -5.32
O 3.57 3.66 -3.44
O 2.63 1.69 -4.60
C 2.26 1.05 -3.36
C 2.45 -0.43 -3.19
P 2.72 -0.87 -1.45
O 3.63 -2.00 -1.39
O 1.34 -1.16 -0.72
O 3.30 0.38 -0.67
O -1.43 2.22 -1.85
C -2.55 2.27 -0.99
C -2.19 2.25 0.48
C -2.82 3.09 1.36
C -2.50 3.05 2.70
C -1.51 2.21 3.17
C -0.85 1.37 2.31
C -1.20 1.39 0.96
H -2.71 -0.59 -2.74
H -1.97 -0.20 -1.23
H -1.03 -0.88 -2.57
H -2.33 1.51 -3.56
H -0.32 1.85 -4.52
H -0.09 0.19 -4.00
H 1.00 1.48 -1.85
H 2.98 1.47 -2.65
H 1.59 -0.97 -3.57
H 3.32 -0.78 -3.70
H 0.60 -1.34 -1.31
H 2.63 0.88 -0.19
H -3.08 3.20 -1.16
H -3.24 1.47 -1.23
H -3.58 3.76 0.98
H -3.02 3.71 3.38
H -1.26 2.23 4.20
H -0.08 0.72 2.66
H -0.68 0.73 0.30
C 3.05 3.53 4.08
Cl 4.01 4.47 2.94
Cl 1.40 3.40 3.45
Cl 3.72 1.91 4.29
Cl 3.02 4.36 5.63
C -1.49 -4.41 -2.93
Cl -2.69 -3.88 -4.11
Cl -0.71 -5.87 -3.51
Cl -0.27 -3.13 -2.74
Cl -2.26 -4.69 -1.38
C -1.91 0.03 7.38
Cl -0.24 0.19 7.94
Cl -2.99 0.78 8.55
Cl -2.09 0.85 5.82
Cl -2.31 -1.67 7.19
C -0.53 -4.75 5.38
Cl 0.24 -5.80 4.19
Cl -2.28 -4.94 5.31
Cl 0.05 -5.16 6.99
Cl -0.12 -3.07 5.01
C -1.01 -1.34 -7.19
Cl -1.55 -1.20 -8.86
Cl -2.17 -0.54 -6.13
Cl -0.89 -3.04 -6.75
Cl 0.57 -0.58 -7.02
C 2.78 8.86 0.57
Cl 4.01 9.81 1.42
Cl 3.00 9.04 -1.17
Cl 2.95 7.16 1.00
Cl 1.17 9.43 1.03
C -2.17 -8.73 -0.99
Cl -2.76 -8.50 -2.65
Cl -3.36 -8.10 0.14
Cl -1.92 -10.45 -0.70
Cl -0.64 -7.87 -0.78
C 4.60 -5.72 4.13
Cl 6.20 -5.62 4.87
Cl 3.38 -5.11 5.25
Cl 4.57 -4.75 2.66
Cl 4.24 -7.41 3.74
C -4.13 4.44 10.81
Cl -2.47 4.58 11.37
Cl -5.21 5.20 11.98
Cl -4.31 5.23 9.24
Cl -4.55 2.73 10.65
C 2.06 -8.70 -4.94
Cl 2.31 -10.00 -6.10
Cl 0.40 -8.77 -4.33
Cl 3.18 -8.89 -3.59
Cl 2.33 -7.14 -5.71
C -0.97 6.21 -4.69
Cl 0.70 6.67 -4.38
Cl -1.23 6.07 -6.44
Cl -1.31 4.66 -3.93
Cl -2.06 7.45 -4.05

## Properties
HOMO	-9.65	eV
HOMO-LUMO gap	9.4230	eV
molecular weight	2058.381	Da
spin multiplicity	1
ΔE to the lowest compared entry with this formula, charge and spin	0.000	eV
E_LUMO	-0.2	eV
net charge	0
DFT total energy	-22515.73569	a.u.

5.
Molecular formula: C24H19ClGeMnO2Se4
Method: DFT, wB97M-V/def2-TZVPD

Cartesian coordinates (Å):
Mn 1.46 1.00 -0.18
Se 0.57 2.36 -2.07
Se 2.49 2.86 -3.22
Se 3.88 1.01 -3.10
Se 3.76 0.19 -1.03
Cl 2.42 4.15 6.41
C 2.36 3.62 4.75
C 3.15 4.30 3.78
C 3.15 3.92 2.47
C 2.36 2.83 2.02
O 2.36 2.49 0.79
C 1.57 2.16 3.01
C 0.74 1.09 2.68
O 0.61 0.55 1.56
C 1.59 2.58 4.37
H 3.76 5.13 4.10
H 3.74 4.45 1.73
H 0.13 0.66 3.48
H 0.98 2.06 5.11
C 1.91 -2.38 -2.20
Ge 0.76 -1.27 -1.13
C 0.01 -2.50 0.19
C 0.30 -2.50 1.56
C -0.27 -3.44 2.41
C -1.15 -4.40 1.91
C -1.45 -4.41 0.55
C -0.87 -3.47 -0.30
C -0.72 -0.78 -2.30
C -0.64 -1.08 -3.63
C -1.67 -0.71 -4.54
C -2.76 -0.03 -4.09
C -2.88 0.32 -2.71
C -4.00 1.05 -2.23
C -4.10 1.41 -0.92
C -3.08 1.03 -0.01
C -2.00 0.31 -0.44
C -1.86 -0.07 -1.81
H 1.30 -3.22 -2.58
H 2.71 -2.77 -1.58
H 2.35 -1.84 -3.04
H 0.99 -1.77 1.97
H -0.04 -3.43 3.47
H -1.60 -5.13 2.57
H -2.13 -5.16 0.15
H -1.14 -3.49 -1.36
H 0.23 -1.60 -4.02
H -1.58 -0.96 -5.59
H -3.54 0.27 -4.78
H -4.78 1.34 -2.94
H -4.95 1.98 -0.57
H -3.16 1.30 1.04
H -1.25 0.00 0.27

## Properties
HOMO (alpha / beta)	-7.62 / -7.53	eV
HOMO-LUMO gap (alpha / beta)	6.3389 / 4.9476	eV
molecular weight	818.255	Da
spin multiplicity	6
ΔE to the lowest compared entry with this formula, charge and spin	0.654	eV
E_LUMO (alpha / beta)	-1.3 / -2.6	eV
net charge	0
DFT total energy	-14370.33495	a.u.

6.
Molecular formula: C24H19I2N4OS2Sc
Method: DFT, wB97M-V/def2-TZVPD

Cartesian coordinates (Å):
Sc 0.81 0.36 0.30
I -2.78 -5.12 3.43
C -1.77 -3.34 3.06
C -0.46 -3.19 3.49
C 0.24 -2.02 3.23
I 2.24 -1.86 3.72
C -0.38 -0.97 2.54
O 0.26 0.14 2.21
C -1.71 -1.15 2.09
C -2.28 -0.07 1.21
N -1.50 0.06 -0.05
C -1.70 -1.08 -0.96
C -0.73 -2.19 -0.68
C -1.04 -3.51 -0.95
C -0.07 -4.49 -0.74
C 1.18 -4.11 -0.28
C 1.41 -2.77 -0.03
N 0.47 -1.83 -0.22
C -2.39 -2.32 2.36
H 0.03 -4.00 4.02
H -2.22 0.90 1.71
H -3.33 -0.29 0.99
H -1.79 0.92 -0.52
H -1.52 -0.74 -1.98
H -2.73 -1.46 -0.90
H -2.02 -3.77 -1.32
H -0.30 -5.53 -0.94
H 1.96 -4.83 -0.10
H 2.37 -2.42 0.34
H -3.40 -2.45 1.99
C -1.58 4.76 -1.82
C -0.67 4.15 -0.79
C 0.71 4.16 -0.98
C 1.56 3.59 -0.04
C 1.04 3.02 1.12
C -0.34 3.02 1.33
C -1.18 3.58 0.37
H -2.62 4.48 -1.65
H -1.30 4.44 -2.82
H -1.52 5.85 -1.79
H 1.12 4.58 -1.88
H 2.62 3.57 -0.22
H 1.71 2.59 1.86
H -0.74 2.59 2.24
H -2.26 3.58 0.54
S 3.20 0.31 -0.28
C 2.58 0.61 -1.91
S 0.88 0.88 -2.19
C 3.46 0.65 -2.97
C 3.00 0.90 -4.29
N 2.63 1.11 -5.36
C 4.86 0.43 -2.80
N 5.99 0.26 -2.68

## Properties
HOMO	-8.03	eV
HOMO-LUMO gap	7.5920	eV
molecular weight	742.341	Da
spin multiplicity	1
ΔE to the lowest compared entry with this formula, charge and spin	0.000	eV
E_LUMO	-0.4	eV
net charge	0
DFT total energy	-3372.88519	a.u.